Density functional theory data (the ωB97M-V functional and the def2-TZVPD basis) for an isolated ion of composition C6H14BCl2O6P2 and charge -1 at a distorted geometry.

The geometry in XYZ format:
```
31
Properties=species:S:1:pos:R:3:forces:R:3
C -3.3714 0.5419 2.4257 -0.01 0.30 -0.02
C -2.4263 0.7631 1.1932 -1.14 1.38 0.38
O -1.0612 0.4297 1.4394 0.42 -0.64 -0.27
C -0.4171 -0.0269 0.2355 1.61 1.29 -0.47
P -1.0059 -1.8268 0.0991 -0.75 -1.21 -1.56
O 0.3143 -2.8314 -0.2390 -0.72 1.24 0.83
Cl -1.5608 -2.4451 2.0771 0.54 0.20 -0.42
O -0.7617 0.8264 -0.8199 -0.41 -2.37 0.00
B 0.0825 2.0764 -0.7658 -1.30 0.43 1.26
O 1.1796 1.6564 0.1266 0.99 -0.52 1.00
C 1.1842 0.2244 0.2154 -0.06 1.71 -0.92
C 1.9543 -0.1910 -1.0945 0.62 -2.15 0.25
O 1.1721 -0.9047 -2.0568 0.16 0.71 -0.05
C 1.1074 -0.2457 -3.3130 -0.53 -0.75 -0.71
P 2.1408 -0.0087 1.8248 0.46 1.11 0.75
O 3.8113 0.0038 1.4248 -1.83 -0.87 0.02
Cl 1.8282 -2.0277 2.4407 0.45 0.49 -0.61
H -4.4092 0.4168 2.0190 0.82 -0.03 0.42
H -3.1094 -0.3251 3.0674 -0.13 0.43 -0.65
H -3.4088 1.4408 3.0885 0.22 -0.62 -0.50
H -2.8839 0.2672 0.3089 0.71 0.00 0.53
H -2.4526 1.8642 0.9703 -0.02 -0.93 -0.07
H -0.0667 -3.7060 -0.3774 0.03 0.04 -0.08
H -0.6368 2.8952 -0.2153 0.05 0.45 0.40
H 0.3343 2.6180 -1.8082 0.56 -0.58 -0.82
H 2.7829 -0.8946 -0.7807 -0.63 0.48 -0.37
H 2.4605 0.6563 -1.6070 -0.62 -0.14 0.88
H 1.9444 -0.6065 -3.9767 -0.42 0.61 0.56
H 1.0695 0.8629 -3.2239 0.07 -0.73 -0.03
H 0.1695 -0.6109 -3.8087 0.67 0.48 0.44
H 4.0361 -0.8926 1.1306 0.21 0.20 -0.17
```
Forces are in eV/Å.

The electronic energy comes out at -2316.4980 a.u. Its frontier orbital gap is 7.5 eV. As for the HOMO energy: -0.164 Eh. The charge is -1. The relative energy (zero: lowest compared OMol25 entry of this formula, charge and spin) is 1.700 eV.